13
Properties=species:S:1:pos:R:3:mulliken_charge:R:1 method="wB97M-V/def2-TZVPD" multiplicity=1 lumo_ev="0.740 / 0.602" gap_ev="8.756 / 7.770" e_tot_ha=-265.48173 homo_energy_ev="-8.0 / -7.2" total_charge=0
C 0.4402 0.3729 -0.0779 -0.169
C -0.6395 1.8567 -0.4250 -0.889
N 0.4270 -1.7162 0.0676 -0.349
N -0.8508 -0.1219 -0.1492 -0.393
O 0.8541 -2.9471 0.6778 -0.472
H 0.9944 -2.7102 1.6017 0.298
H 0.2868 -2.0151 -0.8989 0.173
H -1.2428 -0.1608 0.7918 0.265
H 1.0190 0.3812 -0.9922 0.279
H 0.9461 0.5550 0.8632 0.309
H -1.5258 2.0451 0.1724 0.317
H 0.1344 2.5729 -0.1438 0.324
H -0.8430 1.8875 -1.4874 0.306

---

48
Properties=species:S:1:pos:R:3:mulliken_charge:R:1 method="wB97M-V/def2-TZVPD" multiplicity=1 lumo_ev=0.708 gap_ev=9.554 e_tot_ha=-1144.86153 homo_energy_ev=-8.8 total_charge=0
C -4.7580 -1.3066 2.1401 -1.550
C -4.2599 -0.5996 0.9159 0.762
C -4.8096 0.6146 0.5228 -0.702
C -4.3554 1.2541 -0.6160 -0.661
C -3.3428 0.6931 -1.3744 -0.525
C -2.7822 -0.5171 -0.9944 0.777
C -1.6824 -1.1344 -1.8171 -1.285
C -0.4595 -1.4151 -1.0284 0.729
N -0.3026 -1.4608 0.2501 -0.169
N 0.9924 -1.7770 0.4823 -0.669
C 1.5684 -1.9125 -0.6670 0.862
C 2.9752 -2.2913 -0.9436 -0.718
C 3.8746 -2.1256 0.2867 -0.904
C 4.0222 -0.6384 0.5841 0.515
O 4.8793 0.0440 0.0569 -0.694
N 3.1143 -0.1623 1.4581 -0.105
C 2.8748 1.2614 1.6221 -1.676
C 1.6760 1.6507 0.7904 1.429
C 0.4028 1.4200 1.2979 -0.508
C -0.7017 1.6652 0.5005 -0.421
N -0.6005 2.0986 -0.7440 -0.467
C 0.6088 2.3308 -1.2208 -1.127
C 1.7933 2.1387 -0.5145 1.250
C 3.1093 2.4707 -1.1440 -1.540
O 0.7011 -1.6938 -1.6786 -0.422
C -3.2519 -1.1583 0.1427 -0.253
H -5.1237 -0.5954 2.8772 0.386
H -3.9680 -1.9056 2.5861 0.366
H -5.5811 -1.9725 1.8779 0.322
H -5.5950 1.0617 1.1156 0.412
H -4.7852 2.1997 -0.9111 0.378
H -2.9778 1.2074 -2.2496 0.275
H -2.0259 -2.0813 -2.2516 0.367
H -1.4061 -0.4732 -2.6417 0.325
H 3.3477 -1.6774 -1.7681 0.299
H 2.9896 -3.3341 -1.2766 0.325
H 3.4447 -2.6536 1.1364 0.377
H 4.8605 -2.5303 0.0585 0.422
H 2.3362 -0.7681 1.6961 0.414
H 3.7781 1.7848 1.3080 0.533
H 2.6819 1.4636 2.6793 0.384
H 0.2751 1.0388 2.2993 0.381
H -1.7053 1.4919 0.8612 0.368
H 0.6406 2.6912 -2.2426 0.335
H 3.5232 3.3679 -0.6827 0.328
H 2.9826 2.6634 -2.2067 0.413
H 3.8330 1.6688 -1.0142 0.289
H -2.8111 -2.0970 0.4412 0.373

---

88
Properties=species:S:1:pos:R:3:mulliken_charge:R:1 method="wB97M-V/def2-TZVPD" multiplicity=1 lumo_ev=0.534 gap_ev=10.275 e_tot_ha=-2168.27427 homo_energy_ev=-9.7 total_charge=0
N -0.4484 -4.2722 1.1672 -0.154
C 0.4283 -5.2122 0.7701 0.600
N 1.1790 -5.8263 1.7697 -0.531
O 0.5690 -5.6331 -0.4087 -0.811
H -0.3964 -3.7960 2.0664 0.254
H -1.0547 -3.8177 0.5724 0.170
H 2.0079 -6.1571 1.3866 0.274
H 1.3567 -5.2340 2.5469 0.252
N 0.9970 3.1475 1.5945 -0.296
C 0.1725 4.0532 2.1504 0.587
N -0.4554 4.9239 1.3057 -0.346
O -0.0984 3.9070 3.3718 -0.776
H 1.2637 2.3011 2.1531 0.307
H 1.1201 3.1392 0.5814 0.153
H -1.0179 5.5676 1.7983 0.189
H -0.0373 5.0808 0.3950 0.324
N 0.5266 2.6229 -2.1136 -0.040
C 0.9545 3.9107 -2.1499 0.383
N 1.8824 4.1207 -3.1741 -0.394
O 0.5874 4.8025 -1.3879 -0.778
H -0.3361 2.3554 -1.6639 0.195
H 0.8455 1.9792 -2.8271 0.192
H 2.2081 5.0531 -3.2633 0.238
H 2.0267 3.5535 -4.0226 0.246
N -0.1839 -2.1587 5.7829 -0.266
C -0.4092 -3.0691 4.8610 0.644
N -1.2202 -4.1074 5.1504 -0.479
O 0.1336 -3.0711 3.7226 -0.739
H -0.6762 -2.1368 6.6382 0.184
H 0.0758 -1.2182 5.5494 0.270
H -2.0139 -3.9790 5.7393 0.227
H -1.2704 -4.6352 4.2851 0.268
O 1.4472 2.0451 -5.0858 -0.321
C 1.9394 2.2153 -6.3891 -0.387
C 0.8989 2.3497 -7.4791 -0.410
O 0.0751 1.1984 -7.5661 -0.512
H 0.9614 1.2849 -4.7977 0.278
H 2.5811 3.1109 -6.2572 0.237
H 2.7087 1.5239 -6.5783 0.393
H 1.5310 2.3458 -8.3807 0.300
H 0.2964 3.2491 -7.4942 0.275
H -0.4333 1.0400 -6.7695 0.294
O -1.1946 0.2206 3.1218 -0.338
C -2.0731 1.3307 2.6887 -0.062
C -2.9491 1.6663 3.8911 -0.796
O -2.0491 2.0447 4.9865 -0.568
H -0.3036 0.5539 3.2675 0.428
H -1.4948 2.1002 2.2374 0.236
H -2.7705 0.8589 1.9372 0.238
H -3.4030 0.7143 4.1887 0.304
H -3.7673 2.4139 3.6054 0.352
H -1.8284 2.9856 5.0082 0.289
O -1.4115 0.6441 -1.5113 -0.529
C -1.8093 -0.2309 -2.5275 0.129
C -1.4384 0.2373 -3.8820 -0.614
O -0.0273 0.0965 -4.1456 -0.459
H -1.1043 0.1135 -0.7245 0.528
H -1.3818 -1.2201 -2.2785 -0.225
H -2.9171 -0.2900 -2.5960 0.204
H -1.6826 1.3021 -4.0763 0.282
H -1.9672 -0.4156 -4.5781 0.504
H 0.3190 -0.8455 -4.2482 0.225
O 0.8815 -4.5832 -2.8562 -0.616
C -0.3762 -4.1925 -3.2937 0.250
C -0.1370 -3.5953 -4.6274 -0.539
O 0.8838 -2.6314 -4.5415 -0.559
H 0.8795 -4.8821 -1.9241 0.409
H -1.0565 -5.0237 -3.3854 0.388
H -0.7724 -3.4022 -2.6933 -0.261
H -1.0255 -3.1694 -5.0961 0.324
H 0.1315 -4.4206 -5.3715 0.279
H 1.4257 -2.8477 -3.8087 0.326
O 1.1478 1.4609 3.7819 -0.718
C 1.9269 1.3069 4.9119 -0.562
C 1.1198 1.2565 6.2288 -0.598
O -0.0317 0.4441 6.1045 -0.623
H 0.6915 2.3693 3.7572 0.313
H 2.4399 0.2784 4.7697 0.318
H 2.7158 2.0613 5.0203 0.401
H 0.7263 2.2250 6.5374 0.319
H 1.7157 0.7992 6.9680 0.420
H -0.7223 0.9547 5.6328 0.328
C 0.6166 -0.8823 0.0826 -0.681
O -0.7518 -1.0404 0.4784 -0.747
H 1.2346 -1.2569 0.9108 0.372
H 0.8289 -1.5093 -0.7747 0.173
H 0.8582 0.1537 -0.1435 0.299
H -0.8190 -0.7104 1.4173 0.363

---

16
Properties=species:S:1:pos:R:3:mulliken_charge:R:1 method="wB97M-V/def2-TZVPD" multiplicity=3 s2=2.008 lumo_ev="-3.868 / -8.803" gap_ev="8.636 / 7.195" e_tot_ha=-304.89225 homo_energy_ev="-12.5 / -16.0" total_charge=+1
C -1.4953 0.3490 -0.2741 0.103
C 0.2863 0.6140 -0.1967 0.328
C -3.2137 -0.3516 0.1104 -0.674
C 2.6041 -0.3665 0.0440 -0.987
C 1.5203 0.7216 0.3656 -0.243
N -0.8173 1.2722 0.2909 -0.295
N -0.3819 -0.2892 -0.9351 -0.136
H -3.5361 0.0003 1.0592 0.338
H -2.9671 -1.5085 -0.0062 0.286
H -3.5533 0.0836 -0.7536 0.337
H 2.1431 -1.0852 -0.6508 0.329
H 2.8187 -0.8742 0.9777 0.270
H 3.5575 0.1021 -0.3858 0.315
H 2.0661 1.6429 0.1292 0.307
H 1.2645 0.9313 1.3915 0.402
H -0.2959 -1.2418 -1.1661 0.321

---

30
Properties=species:S:1:pos:R:3:mulliken_charge:R:1 method="wB97M-V/def2-TZVPD" multiplicity=1 lumo_ev=0.582 gap_ev=9.838 e_tot_ha=-1142.89754 homo_energy_ev=-9.3 total_charge=0
C -1.0699 1.9274 -0.6769 -1.547
C 0.1245 1.0577 -0.9583 0.568
C 1.3325 1.6634 -1.6109 -0.502
O 2.1590 2.2482 -0.5417 -0.399
S 2.1168 1.2489 0.6952 0.747
O 2.3602 1.9008 1.9445 -0.585
O 3.0309 0.1667 0.3783 -0.556
N 0.5514 0.6052 0.3822 -0.008
C 0.3595 -1.0822 0.9702 1.405
C 0.9481 -0.8651 2.3989 -1.291
C -1.1213 -1.3167 1.0214 -1.832
C 1.0348 -2.0253 0.0217 -1.398
H -0.9747 2.3128 0.4099 0.274
H -1.9960 1.3653 -0.7906 0.326
H -1.1858 2.7101 -1.3153 0.467
H -0.3044 0.1440 -1.4775 0.257
H 1.8655 0.9527 -2.1785 0.266
H 1.1452 2.6173 -2.2422 0.320
H 1.0245 -1.8272 2.7830 0.513
H 2.0178 -0.3476 2.1508 0.360
H 0.1656 -0.2980 2.9282 0.345
H -1.6813 -1.4421 -0.0233 0.248
H -1.5253 -0.6142 1.6906 0.445
H -1.3348 -2.1922 1.4983 0.576
H 2.0679 -1.7446 -0.2247 0.159
H 1.2622 -2.8828 0.6899 0.436
H 0.4392 -2.3532 -0.8267 0.372
O 4.1940 -1.1424 -2.2814 -0.436
C 4.9075 -0.9875 -1.3697 0.834
O 5.6642 -0.8281 -0.5223 -0.364

---

6
Properties=species:S:1:pos:R:3:mulliken_charge:R:1 method="wB97M-V/def2-TZVPD" multiplicity=5 s2=6.004 lumo_ev="0.156 / -1.990" gap_ev="8.369 / 8.378" e_tot_ha=-1647.12209 homo_energy_ev="-8.2 / -10.4" total_charge=0
O 0.4475 -0.7531 0.8626 -0.566
C 0.3050 -0.3012 -0.3210 0.817
O 0.9761 -0.5737 -1.3115 -0.558
Co -0.5232 -0.1935 2.3046 0.479
O -0.6877 0.6180 -0.3939 -0.501
H -0.5177 1.2034 -1.1408 0.329

---

49
Properties=species:S:1:pos:R:3:mulliken_charge:R:1 method="wB97M-V/def2-TZVPD" multiplicity=1 lumo_ev=0.854 gap_ev=4.384 e_tot_ha=-7067.81442 homo_energy_ev=-3.5 total_charge=-3
In 0.2738 -0.0855 -0.1696 2.951
P -1.6066 1.1077 2.8999 1.529
F -1.4796 0.5041 4.3779 -0.404
F -3.0548 0.3637 2.7719 -0.410
F -2.3967 2.4283 3.3848 -0.406
F -1.6464 1.6862 1.3477 -0.463
F -0.2050 1.8360 3.0616 -0.365
F -0.9994 -0.2601 2.2270 -0.383
P 2.2071 -2.9669 -1.7823 1.376
F 1.5783 -3.8435 -0.6046 -0.310
F 0.7201 -2.2501 -2.0152 -0.525
F 2.4955 -1.7848 -0.7042 -0.449
F 2.8087 -2.0244 -2.9359 -0.399
F 3.6148 -3.7183 -1.5705 -0.398
F 1.8173 -4.0823 -2.8807 -0.372
P 3.2307 0.0628 1.8257 1.313
F 1.9454 1.0320 2.0644 -0.316
F 4.2260 1.3079 2.0760 -0.430
F 3.3148 -0.2604 3.4216 -0.418
F 4.4553 -0.9728 1.6650 -0.442
F 2.1410 -1.1415 1.6215 -0.392
F 3.2205 0.3801 0.2493 -0.284
N -3.9860 2.1224 -1.5959 -0.517
S -2.7193 2.4286 -2.5067 0.968
O -2.8645 2.1031 -3.8969 -0.650
O -1.4348 2.2754 -1.8911 -0.329
F -2.8264 4.0289 -2.5792 -0.315
S -3.7106 0.4955 -1.4049 0.908
O -2.4961 0.2263 -0.6960 -0.134
O -4.1652 -0.4221 -2.3910 -0.592
F -4.8009 0.2555 -0.2833 -0.305
N -1.0056 -2.3679 0.5131 -0.080
S -0.8081 -3.5116 1.6584 0.830
O -0.0094 -4.6458 1.3671 -0.555
O -1.9034 -3.6134 2.5559 -0.591
F 0.2618 -2.6403 2.4526 -0.213
S -1.9675 -3.2796 -0.4974 0.942
O -3.3055 -3.3608 -0.0291 -0.600
O -1.3962 -4.3825 -1.1757 -0.583
F -2.0786 -2.2263 -1.6723 -0.203
N 1.1386 2.3825 -0.6703 0.076
S 0.8144 3.9014 -0.2481 0.723
O -0.2925 4.5320 -0.8689 -0.531
O 1.8807 4.7679 0.1392 -0.591
F 0.2926 3.4575 1.1833 -0.173
S 2.3842 2.6961 -1.7132 0.891
O 3.6312 3.0331 -1.1275 -0.533
O 2.0231 3.2767 -2.9604 -0.625
F 2.6831 1.1494 -1.9932 -0.222